{
  "formula": "C32H86N6O11V",
  "method": "the ωB97M-V functional and the def2-TZVPD basis",
  "species": ["V", "O", "C", "C", "O", "H", "H", "H", "H", "C", "O", "C", "C", "N", "C", "C", "O", "C", "H", "H", "H", "H", "H", "H", "H", "H", "H", "H", "H", "H", "H", "H", "H", "C", "C", "C", "O", "C", "N", "H", "H", "H", "H", "H", "H", "H", "H", "H", "H", "H", "C", "C", "C", "O", "C", "N", "H", "H", "H", "H", "H", "H", "H", "H", "H", "H", "H", "C", "C", "C", "O", "C", "N", "H", "H", "H", "H", "H", "H", "H", "H", "H", "H", "H", "C", "C", "C", "O", "C", "N", "H", "H", "H", "H", "H", "H", "H", "H", "H", "H", "H", "C", "C", "C", "O", "C", "N", "H", "H", "H", "H", "H", "H", "H", "H", "H", "H", "H", "C", "C", "O", "H", "H", "H", "H", "H", "H", "C", "C", "O", "H", "H", "H", "H", "H", "H"],
  "xyz": [[2.010, 2.429, -0.381], [0.362, 2.131, 1.037], [0.136, 0.747, 0.979], [0.290, 0.033, -0.370], [1.383, 0.493, -1.136], [-0.861, 0.515, 1.397], [0.753, 0.206, 1.719], [-0.634, -0.117, -0.948], [0.475, -1.044, -0.203], [2.512, -5.700, 3.823], [1.920, -4.549, 3.266], [1.654, -3.538, 4.213], [0.711, -2.551, 3.501], [-0.609, -3.146, 3.403], [-1.559, -2.267, 2.703], [-1.781, -2.737, 1.268], [-2.305, -4.056, 1.334], [-2.798, -4.500, 0.092], [3.415, -5.440, 4.383], [2.757, -6.397, 3.021], [1.781, -6.229, 4.449], [2.564, -3.002, 4.515], [1.183, -3.955, 5.108], [1.168, -2.336, 2.529], [0.675, -1.639, 4.101], [-0.610, -3.999, 2.855], [-1.250, -1.221, 2.687], [-2.541, -2.350, 3.182], [-0.855, -2.706, 0.681], [-2.509, -2.087, 0.766], [-3.439, -3.804, -0.450], [-3.258, -5.468, 0.314], [-1.976, -4.829, -0.561], [-1.176, 3.099, -2.196], [0.224, 3.469, -2.656], [0.121, 4.382, -3.889], [1.377, 4.931, -4.260], [1.290, 5.566, -5.519], [0.953, 4.119, -1.543], [-1.566, 2.380, -2.920], [-1.939, 3.883, -2.190], [-1.161, 2.687, -1.187], [0.744, 2.581, -3.014], [-0.546, 5.241, -3.761], [-0.226, 3.694, -4.670], [0.571, 6.390, -5.525], [0.979, 4.878, -6.309], [2.285, 5.939, -5.745], [1.575, 4.795, -1.996], [0.363, 4.704, -0.956], [-3.428, 0.055, -2.816], [-3.377, -1.439, -2.454], [-4.439, -2.287, -3.158], [-5.713, -1.726, -2.968], [-6.336, -2.024, -1.737], [-2.000, -1.931, -2.540], [-3.344, 0.118, -3.907], [-2.621, 0.601, -2.329], [-4.355, 0.554, -2.525], [-3.686, -1.426, -1.399], [-4.334, -3.321, -2.818], [-4.261, -2.266, -4.236], [-6.950, -1.163, -1.468], [-5.631, -2.199, -0.920], [-7.003, -2.883, -1.850], [-1.426, -1.254, -2.046], [-1.758, -1.747, -3.517], [-4.218, 3.734, 2.844], [-3.097, 2.955, 2.192], [-3.466, 2.473, 0.790], [-4.627, 1.646, 0.777], [-4.397, 0.365, 1.343], [-1.916, 3.822, 2.048], [-4.473, 4.651, 2.318], [-3.877, 3.964, 3.859], [-5.069, 3.063, 2.979], [-2.913, 2.075, 2.823], [-2.640, 1.897, 0.353], [-3.709, 3.339, 0.173], [-3.897, 0.346, 2.310], [-3.828, -0.225, 0.616], [-5.379, -0.098, 1.436], [-1.182, 3.241, 1.618], [-1.464, 3.983, 2.949], [2.997, -1.470, -5.373], [2.560, -0.213, -4.595], [2.333, 0.993, -5.497], [3.629, 1.490, -5.835], [3.534, 2.625, -6.655], [1.299, -0.588, -3.936], [2.236, -1.754, -6.097], [3.186, -2.246, -4.633], [3.928, -1.292, -5.915], [3.313, 0.069, -3.848], [1.803, 1.788, -4.963], [1.814, 0.663, -6.402], [3.083, 2.385, -7.626], [4.530, 3.020, -6.853], [2.936, 3.406, -6.176], [1.468, -1.525, -3.576], [1.182, -0.095, -3.040], [5.100, 0.041, 5.288], [4.067, 0.909, 4.554], [3.322, 0.051, 3.537], [4.216, -0.365, 2.492], [3.719, -1.515, 1.836], [3.096, 1.431, 5.532], [4.628, -0.839, 5.726], [5.598, 0.674, 6.020], [5.826, -0.306, 4.549], [4.590, 1.781, 4.157], [2.503, 0.608, 3.067], [2.890, -0.842, 4.003], [2.839, -1.357, 1.201], [3.580, -2.368, 2.502], [4.465, -1.809, 1.092], [2.478, 2.043, 4.984], [2.476, 0.672, 5.813], [2.127, -4.503, -1.910], [1.652, -3.223, -1.259], [2.569, -2.185, -1.559], [3.190, -4.710, -1.781], [2.024, -4.496, -2.999], [1.522, -5.318, -1.508], [1.622, -3.334, -0.166], [0.614, -3.056, -1.573], [2.200, -1.291, -1.455], [-0.202, 2.404, 5.993], [-0.153, 1.850, 4.598], [0.871, 2.536, 3.874], [0.534, 1.955, 6.658], [-1.176, 2.181, 6.441], [-0.124, 3.490, 5.991], [-1.134, 1.965, 4.123], [0.063, 0.773, 4.597], [0.758, 2.381, 2.923]],
  "lowdin_charge": [1.134, -0.386, -0.344, -0.318, -0.384, 0.095, 0.087, 0.080, 0.082, -0.107, -0.200, -0.230, -0.218, -0.034, -0.185, -0.219, -0.183, -0.103, 0.090, 0.086, 0.090, 0.103, 0.125, 0.097, 0.105, 0.101, 0.091, 0.116, 0.109, 0.098, 0.067, 0.091, 0.088, -0.039, -0.387, -0.197, -0.203, -0.116, 0.008, 0.079, 0.095, 0.060, 0.116, 0.136, 0.136, 0.091, 0.088, 0.093, 0.093, 0.113, -0.046, -0.449, -0.204, -0.182, -0.097, 0.065, 0.088, 0.042, 0.082, 0.093, 0.121, 0.129, 0.091, 0.074, 0.088, 0.023, 0.078, -0.055, -0.463, -0.194, -0.186, -0.096, 0.053, 0.083, 0.077, 0.079, 0.105, 0.102, 0.131, 0.080, 0.062, 0.094, 0.028, 0.065, -0.048, -0.422, -0.192, -0.185, -0.117, 0.040, 0.081, 0.069, 0.078, 0.140, 0.105, 0.130, 0.091, 0.090, 0.060, 0.044, 0.030, -0.059, -0.417, -0.198, -0.176, -0.104, 0.043, 0.076, 0.074, 0.074, 0.142, 0.104, 0.097, 0.070, 0.078, 0.095, 0.040, 0.064, -0.083, -0.339, -0.101, 0.076, 0.070, 0.074, 0.099, 0.096, 0.029, -0.081, -0.313, -0.121, 0.065, 0.078, 0.083, 0.090, 0.100, 0.030],
  "e_homo_ev": [-8.620, -8.621],
  "total_energy_ev": -91723.9741,
  "spin_multiplicity": 4,
  "charge": 0
}